1.
Formula: C40H46CuGeNO2Se2
Source: the Open Molecules 2025 dataset
Level of theory: ωB97M-V with the def2-TZVPD basis set

Properties
Max |F| = 0.31 eV/A
Charge = -2
ΔE to the lowest compared entry with this formula, charge and spin = 4.6 kcal/mol
E_tot = -279658.6298 eV
HOMO = -0.1 eV

Last column: Löwdin charge in e.
CARTESIAN COORDINATES (ANGSTROEM)
Cu1 0.86801 -1.99329 -2.13891  0.10
O1 -1.12117 6.21010 1.62581  -0.06
C1 -1.48367 5.21915 0.65289  -0.21
C2 -0.43120 4.11545 0.62097  -0.57
C3 -0.19316 3.57139 2.04503  -0.21
O2 -1.41552 3.44299 2.76446  -0.06
C4 0.87138 4.67483 0.04716  -0.52
Se1 2.08873 3.19766 -0.32142  0.61
C5 -1.01497 3.00297 -0.26909  -0.45
Se2 0.31469 2.17043 -1.45122  0.61
H1 -1.82659 6.86108 1.66443  0.08
H2 -1.55551 5.67226 -0.34280  0.13
H3 -2.45162 4.77753 0.90706  0.12
H4 0.49665 4.22821 2.58404  0.13
H5 0.26136 2.57951 1.99897  0.09
H6 -1.64835 4.32620 3.06778  0.07
H7 1.35189 5.35244 0.75402  0.07
H8 0.68345 5.20081 -0.89024  0.06
H9 -1.78220 3.38891 -0.94171  0.06
H10 -1.45986 2.22808 0.35141  0.06
C6 -1.30934 -2.89546 0.72184  -0.29
Ge1 -1.21117 -1.82326 -0.96465  0.85
C7 -2.59853 -2.81878 -2.05559  -0.32
C8 -2.21486 -3.48172 -3.22328  -0.13
C9 -3.12730 -4.19832 -3.99133  -0.12
C10 -4.45972 -4.26493 -3.60744  -0.14
C11 -4.86725 -3.61069 -2.45081  -0.12
C12 -3.94464 -2.90112 -1.69156  -0.12
C13 -2.43072 -0.29881 -0.44081  -0.27
C14 -2.80339 -0.10559 0.86807  -0.12
C15 -3.71721 0.90343 1.25567  -0.08
C16 -4.28067 1.72495 0.32337  -0.07
C17 -3.91675 1.59672 -1.04021  -0.20
C18 -4.42990 2.47623 -2.02623  -0.07
C19 -4.02512 2.38646 -3.32868  -0.11
C20 -3.08780 1.40117 -3.70739  -0.09
C21 -2.58921 0.53117 -2.77779  -0.06
C22 -2.98055 0.59731 -1.41455  -0.21
H11 -2.34032 -3.05283 1.05293  0.00
H12 -0.74420 -2.41422 1.52345  -0.01
H13 -0.85697 -3.87123 0.52796  -0.01
H14 -1.17369 -3.42592 -3.53091  0.06
H15 -2.79632 -4.70383 -4.89280  0.09
H16 -5.17621 -4.81914 -4.20443  0.08
H17 -5.90734 -3.65163 -2.14297  0.08
H18 -4.28320 -2.38869 -0.79462  0.09
H19 -2.38718 -0.73962 1.64162  0.08
H20 -3.95917 1.02238 2.30540  0.10
H21 -4.98663 2.49825 0.60999  0.10
H22 -5.14338 3.23609 -1.72172  0.10
H23 -4.41683 3.07297 -4.07075  0.09
H24 -2.75799 1.33803 -4.73727  0.10
H25 -1.86333 -0.21932 -3.06856  0.08
N1 2.44893 -0.49397 -1.12704  0.18
C23 3.25860 -0.16988 -0.37860  -0.15
C24 4.28409 0.27469 0.53678  -0.22
C25 3.91145 0.79057 1.77689  -0.04
C26 4.89460 1.22749 2.65312  -0.06
C27 6.23329 1.15056 2.29133  -0.09
C28 6.59787 0.63172 1.05464  -0.10
C29 5.62542 0.18984 0.17417  -0.05
H26 2.85745 0.81666 2.05197  0.07
H27 4.59785 1.59960 3.62507  0.10
H28 7.00088 1.48273 2.98067  0.09
H29 7.64345 0.56611 0.77925  0.09
H30 5.89222 -0.21794 -0.79261  0.11
C30 1.81699 -5.22760 -2.10738  -0.12
C31 1.81099 -4.55090 -3.47686  -0.57
C32 2.80477 -5.26356 -4.40394  -0.13
C33 2.07519 -3.04861 -3.34934  -0.29
H31 1.64763 -6.30867 -2.17568  0.06
H32 1.04993 -4.78938 -1.46672  0.05
H33 2.78341 -5.06679 -1.61711  0.07
H34 0.80946 -4.69705 -3.90557  0.10
H35 3.81982 -5.16931 -4.00299  0.06
H36 2.80064 -4.80724 -5.39736  0.06
H37 2.58237 -6.33287 -4.51524  0.05
H38 2.07530 -2.61027 -4.36158  0.00
H39 3.11005 -2.91955 -2.98247  0.01
C34 0.77716 -0.01292 2.60943  -0.08
C35 1.20236 0.28851 3.89489  -0.37
C36 0.55282 1.25069 4.74805  -0.09
C37 1.08127 1.63695 5.95840  -0.17
C38 2.27534 1.09817 6.46240  -0.19
C39 2.89481 0.11118 5.68760  -0.18
C40 2.38899 -0.29039 4.47064  -0.12
H40 -0.17966 0.31253 2.21703  0.02
H41 1.25441 -0.83343 2.07893  0.03
H42 -0.37079 1.70358 4.40372  0.08
H43 0.54527 2.38242 6.54221  0.08
H44 2.67631 1.40296 7.42150  0.05
H45 3.80289 -0.36374 6.05436  0.08
H46 2.90076 -1.06965 3.91287  0.09

Cartesian forces (eV/Å) of the 6 atoms listed first:
Cu -0.1002 -0.0166 0.0524
O 0.0099 -0.0075 0.0245
C -0.0325 0.0132 0.0078
C -0.0145 0.0001 0.0168
C 0.0000 -0.0067 -0.0081
O 0.0153 -0.0280 0.0308

---

2.
Formula: C25H42Br17O6P
Source: the Open Molecules 2025 dataset
Level of theory: ωB97M-V with the def2-TZVPD basis set

Properties
Max |F| = 7.35 eV/A
E_tot = -1238900.1007 eV
HOMO = -9.0 eV

Last column: Löwdin charge in e.
CARTESIAN COORDINATES (ANGSTROEM)
O1 4.25626 0.30451 0.11772  -0.08
C1 3.91402 1.27159 -0.46377  -0.40
O2 3.30906 2.30028 0.18344  -0.02
C2 2.15424 2.70712 -0.57157  -0.19
C3 1.24465 3.48486 0.39265  -0.14
C4 0.15422 2.50842 0.91758  -0.16
C5 -1.13476 2.75447 0.12147  -0.15
C6 -1.98458 1.53947 -0.10936  -0.10
C7 -3.14066 1.64186 -0.72308  -0.31
P1 -3.80083 3.19547 -1.38113  0.63
O3 -5.36402 2.87205 -1.57221  -0.35
Br1 -2.89940 3.25162 -3.46924  0.27
C8 -3.77908 0.28872 -0.79066  -0.66
O4 -4.65960 -0.04231 -1.45864  0.03
O5 -2.96990 -0.46892 0.18146  -0.18
C9 -1.73584 0.08438 0.24327  -0.42
O6 -0.73934 -0.47508 0.47806  0.20
H1 4.03494 1.39682 -1.54348  0.09
H2 1.57991 1.85687 -0.93327  0.12
H3 2.44987 3.28895 -1.44541  0.12
H4 0.77217 4.29367 -0.15136  0.10
H5 1.84941 3.88686 1.19431  0.11
H6 0.49247 1.48713 0.86264  0.09
H7 0.01847 2.77426 1.95785  0.11
H8 -0.93209 3.23550 -0.82983  0.10
H9 -1.74388 3.43863 0.70478  0.12
H10 -5.80867 3.60911 -2.01366  -0.03
Br2 6.26719 -0.69727 -0.88263  0.73
C10 8.12091 -1.24258 -1.19417  -0.67
C11 8.85212 -1.45172 0.10411  -0.74
Br3 9.33836 0.24597 0.92953  0.60
H11 8.57723 -0.48095 -1.82042  0.04
H12 8.06074 -2.17492 -1.75238  0.03
H13 9.79550 -1.96640 -0.06446  0.06
H14 8.27080 -2.00046 0.83453  -0.03
Br4 -2.21137 -0.53927 -3.65606  0.67
C12 -3.44441 -2.00600 -3.98265  -0.67
C13 -3.23459 -2.59539 -5.34893  -0.69
Br5 -4.00380 -1.44259 -6.71506  0.59
H15 -4.44710 -1.61585 -3.84050  0.05
H16 -3.23036 -2.73658 -3.20555  0.07
H17 -3.75759 -3.54413 -5.44469  0.06
H18 -2.18801 -2.73671 -5.59602  0.05
Br6 -5.10761 -0.83129 0.80541  1.12
C14 -5.94400 -2.21736 1.91530  -0.59
C15 -6.76624 -1.62461 3.02882  -0.68
Br7 -5.64210 -0.98966 4.48866  0.57
H19 -5.14965 -2.86292 2.27734  0.05
H20 -6.57534 -2.77373 1.22510  0.06
H21 -7.40922 -2.37697 3.48384  0.05
H22 -7.37167 -0.78768 2.69891  0.05
Br8 8.72611 -3.94674 3.14965  0.64
C16 7.51164 -5.34863 2.56222  -0.69
C17 7.88282 -5.86583 1.19911  -0.68
Br9 7.34928 -4.62523 -0.20195  0.69
H23 6.51008 -4.93362 2.59824  0.05
H24 7.60366 -6.13664 3.30622  0.06
H25 7.34845 -6.78804 0.98245  0.06
H26 8.94838 -6.03240 1.08446  0.05
Br10 6.16794 0.95880 -3.26394  0.65
C18 5.39755 2.08316 -4.67154  -0.67
C19 6.28479 2.16127 -5.88689  -0.70
Br11 7.79752 3.34807 -5.58899  0.60
H27 5.20698 3.05507 -4.22732  0.05
H28 4.45141 1.60817 -4.92400  0.06
H29 5.74774 2.59133 -6.72982  0.05
H30 6.69163 1.19767 -6.17412  0.05
Br12 -6.80312 -1.20041 7.78368  0.59
C20 -5.49556 -0.30704 8.90873  -0.69
C21 -4.91164 0.90047 8.22799  -0.67
Br13 -3.60566 0.38421 6.87904  0.55
H31 -4.74589 -1.04676 9.16842  0.05
H32 -6.04022 -0.01607 9.80430  0.06
H33 -4.36071 1.50914 8.94176  0.06
H34 -5.65618 1.51404 7.73170  0.05
Br14 -6.68406 4.34943 -4.41560  0.66
C22 -5.75640 3.46916 -5.88728  -0.68
C23 -6.63099 2.44200 -6.55324  -0.69
Br15 -6.76286 0.81864 -5.49188  0.60
H35 -4.84357 3.04876 -5.47948  -0.02
H36 -5.50770 4.26807 -6.58236  0.06
H37 -6.19730 2.12827 -7.50015  0.06
H38 -7.64335 2.79400 -6.72034  0.05
Br16 -1.45201 -1.11008 5.15476  0.57
C24 0.15677 -2.06030 4.59968  -0.68
C25 1.37183 -1.58800 5.35347  -0.70
Br17 2.01599 0.12428 4.70515  0.61
H39 0.24117 -1.93418 3.52505  0.05
H40 -0.03990 -3.10595 4.82595  0.06
H41 2.20128 -2.27583 5.20440  0.06
H42 1.18731 -1.46957 6.41582  0.05

Cartesian forces (eV/Å) of the 6 atoms listed first:
O -0.2918 -0.6077 0.8684
C -0.6114 0.7317 0.2693
O -0.3508 -0.4969 -0.7070
C -0.2793 1.1707 0.2917
C 0.0648 -1.2489 -0.5136
C 0.4833 1.6065 -0.1182

---

3.
Formula: C44H83N8O7
Source: the Open Molecules 2025 dataset
Level of theory: ωB97M-V with the def2-TZVPD basis set

Properties
Max |F| = 1.13 eV/A
Charge = +1
E_tot = -73221.9601 eV
HOMO = -10.2 eV

Last column: Löwdin charge in e.
CARTESIAN COORDINATES (ANGSTROEM)
C1 0.59330 1.33943 3.41550  -0.10
C2 0.02225 0.59987 2.19989  -0.27
C3 -0.73271 1.56688 1.27346  -0.21
C4 0.23563 2.29605 0.32867  -0.20
C5 -0.44783 2.93934 -0.88751  -0.20
C6 -0.15897 2.19885 -2.19282  -0.19
C7 -0.95053 0.87412 -2.30044  -0.18
C8 -0.04965 -0.31814 -1.97256  -0.13
C9 -0.54985 -1.67690 -2.34253  -0.11
C10 0.13404 -2.82995 -2.03008  0.10
C11 -0.38984 -4.06053 -2.41180  -0.22
C12 0.31139 -5.34474 -2.07000  -0.13
C13 1.80226 -5.24058 -1.77759  -0.17
C14 2.20334 -4.93170 -0.32165  -0.20
C15 1.32170 -5.58760 0.74543  -0.15
C16 0.18010 -4.65924 1.13557  -0.26
O1 -0.38166 -5.05516 2.36168  -0.19
C17 -1.46563 -4.24197 2.72690  -0.11
N1 -1.54332 -4.20728 -3.04218  0.19
N2 -2.19427 -3.08167 -3.28431  -0.06
C18 -3.52101 -3.23755 -3.93189  -0.05
C19 -4.59072 -2.84358 -2.92940  -0.22
C20 -4.63077 -3.52997 -1.71021  -0.04
C21 -5.57119 -3.19099 -0.73669  -0.05
C22 -6.46755 -2.15688 -1.00032  -0.03
C23 -6.44106 -1.47044 -2.21907  -0.26
C24 -7.41202 -0.34208 -2.45447  -0.05
C25 -5.49364 -1.81723 -3.19122  0.00
C26 -1.76803 -1.87297 -2.99324  0.07
H1 -0.11583 2.06765 3.79209  0.07
H2 0.86646 0.63590 4.19841  0.07
H3 1.49878 1.85836 3.11193  0.07
H4 0.86426 0.15999 1.65893  0.09
H5 -0.62594 -0.21673 2.51587  0.09
H6 -1.46073 1.02662 0.66602  0.09
H7 -1.20544 2.30936 1.91031  0.11
H8 1.04281 1.62882 0.02155  0.10
H9 0.69563 3.08680 0.91674  0.08
H10 -1.52297 3.04314 -0.73935  0.11
H11 -0.06628 3.95376 -1.00194  0.11
H12 0.90994 1.98711 -2.20709  0.10
H13 -0.36743 2.84058 -3.04560  0.11
H14 -1.39285 0.78819 -3.28998  0.11
H15 -1.74500 0.92652 -1.55926  0.11
H16 0.94091 -0.16422 -2.39710  0.13
H17 0.09399 -0.32574 -0.88925  0.12
H18 1.06624 -2.77139 -1.49158  0.13
H19 -0.25553 -5.81086 -1.26786  0.10
H20 0.17960 -5.99282 -2.93694  0.12
H21 2.28804 -4.49239 -2.40528  0.12
H22 2.27261 -6.17987 -2.05491  0.12
H23 3.21339 -5.30613 -0.19831  0.10
H24 2.26327 -3.86812 -0.09751  0.08
H25 1.87948 -5.78537 1.65664  0.12
H26 0.88187 -6.51025 0.36642  0.11
H27 0.55581 -3.62878 1.21539  0.12
H28 -0.63004 -4.65470 0.39412  0.11
H29 -2.24362 -4.21815 1.95722  0.09
H30 -1.14923 -3.21741 2.94434  0.08
H31 -1.91677 -4.65124 3.62466  0.09
H32 -3.54399 -2.59930 -4.80746  0.11
H33 -3.65300 -4.28092 -4.18377  0.14
H34 -3.94474 -4.33834 -1.48925  0.09
H35 -5.58025 -3.72195 0.20174  0.11
H36 -7.18481 -1.87534 -0.24294  0.11
H37 -6.97978 0.57514 -2.05284  0.09
H38 -8.33438 -0.51983 -1.91259  0.08
H39 -7.58717 -0.16882 -3.51086  0.08
H40 -5.45147 -1.28775 -4.13321  0.12
H41 -2.39427 -1.04120 -3.26438  0.15
C27 1.29186 5.61732 2.31144  -0.34
O2 0.57586 4.71139 2.71528  -0.01
N3 0.87760 6.86947 2.08321  -0.19
C28 1.78466 7.89895 1.60606  -0.06
C29 -0.52055 7.19815 2.32295  -0.03
H42 2.36398 5.47086 2.09915  0.14
H43 1.82562 8.71861 2.32728  0.09
H44 1.42995 8.28705 0.64786  0.09
H45 2.79118 7.49271 1.48143  0.05
H46 -0.78051 7.00655 3.36323  0.07
H47 -1.16020 6.57637 1.69572  0.09
H48 -0.69625 8.24556 2.09537  0.09
C30 -3.28447 -7.53236 -0.45286  -0.36
O3 -3.78180 -6.54863 0.06720  0.00
N4 -2.34985 -8.31134 0.11874  -0.19
C31 -1.77090 -9.45104 -0.56537  -0.06
C32 -1.90548 -7.98960 1.46813  -0.02
H49 -3.55609 -7.85838 -1.47168  0.13
H50 -1.96343 -10.36618 -0.00315  0.09
H51 -0.69109 -9.32166 -0.66624  0.09
H52 -2.20725 -9.55116 -1.55705  0.08
H53 -2.74558 -8.03492 2.16150  0.10
H54 -1.50486 -6.97685 1.49338  0.07
H55 -1.13826 -8.69294 1.78081  0.09
C33 5.47260 8.61740 2.12621  -0.34
O4 4.82733 7.64600 1.76751  -0.01
N5 6.62274 9.01758 1.56525  -0.20
C34 7.34688 10.18386 2.03512  -0.05
C35 7.15648 8.25267 0.44959  -0.04
H56 5.14950 9.25909 2.96245  0.14
H57 7.43817 10.91788 1.23292  0.09
H58 8.34605 9.89710 2.36684  0.09
H59 6.81740 10.63915 2.86889  0.08
H60 6.43945 8.23807 -0.37129  0.09
H61 7.34197 7.22335 0.75670  0.09
H62 8.08536 8.70426 0.11232  0.09
C36 5.11731 -2.80697 0.63121  -0.35
O5 4.85081 -3.36598 -0.41906  0.00
N6 5.33617 -1.48819 0.76175  -0.20
C37 5.64840 -0.87886 2.04200  -0.05
C38 5.25779 -0.64913 -0.42197  -0.04
H63 5.19989 -3.35642 1.58377  0.14
H64 4.89351 -0.13334 2.29830  0.09
H65 6.62418 -0.39276 1.99859  0.09
H66 5.66941 -1.63885 2.81964  0.08
H67 4.26392 -0.72040 -0.86701  0.08
H68 5.98506 -0.97818 -1.16428  0.09
H69 5.45886 0.38319 -0.14891  0.09
C39 -3.17133 7.77485 5.95012  -0.35
O6 -3.09563 8.04934 4.76818  0.01
N7 -2.23046 8.07271 6.86615  -0.20
C40 -2.37532 7.72093 8.26470  -0.06
C41 -1.03316 8.77005 6.42941  -0.04
H70 -4.04014 7.24633 6.37745  0.13
H71 -2.35620 8.61967 8.88414  0.09
H72 -1.56175 7.06205 8.57442  0.09
H73 -3.32120 7.20747 8.42185  0.08
H74 -1.29911 9.72890 5.98340  0.09
H75 -0.50866 8.17988 5.67684  0.08
H76 -0.37856 8.93487 7.28123  0.09
C42 -1.82270 -3.66486 -7.53727  -0.33
O7 -2.30951 -2.79499 -6.83075  -0.01
N8 -0.70701 -4.34222 -7.22274  -0.19
C43 -0.15171 -5.38637 -8.06393  -0.04
C44 -0.05759 -3.98775 -5.97607  -0.04
H77 -2.27400 -3.97144 -8.49300  0.14
H78 -0.11838 -6.33064 -7.51796  0.09
H79 0.86000 -5.12101 -8.37423  0.09
H80 -0.76828 -5.51501 -8.95026  0.09
H81 -0.77270 -4.12341 -5.16495  0.06
H82 0.22932 -2.93413 -6.00202  0.10
H83 0.82537 -4.60133 -5.81390  0.09

Cartesian forces (eV/Å) of the 6 atoms listed first:
C 0.2123 -0.4637 -0.3939
C -0.1057 0.3612 0.1613
C 0.9761 -0.4915 -0.2760
C -0.5394 0.4614 0.4635
C 0.6088 0.2442 -0.2250
C -0.3593 -0.1280 0.2564